[1]
Density functional theory data (ωB97M-V/def2-TZVPD) for one molecule with the formula C24H20N2O6.

Last column: Löwdin charge in e.
Positions of all 52 atoms, in Å:
C 2.776 2.703 -0.084  0.040
C 1.796 1.918 -0.896  -0.484
O 0.660 1.671 -0.578  0.101
O 2.349 1.534 -2.064  0.075
C 1.582 0.867 -3.010  -0.214
C 0.683 -0.123 -2.651  0.040
C -0.144 -0.682 -3.621  -0.114
C 0.018 -0.321 -4.954  -0.013
C 0.969 0.619 -5.310  -0.058
C 1.735 1.239 -4.340  0.009
H 2.451 2.005 -4.593  0.121
H 1.098 0.890 -6.347  0.108
H -0.616 -0.784 -5.694  0.119
C -1.256 -1.624 -3.274  -0.407
O -1.680 -2.449 -4.055  0.087
N -1.754 -1.387 -2.026  0.148
C -2.790 -2.024 -1.337  -0.146
C -3.599 -2.983 -1.936  -0.008
C -4.601 -3.603 -1.213  -0.079
C -4.813 -3.273 0.114  -0.082
C -4.023 -2.313 0.719  -0.015
C -3.014 -1.680 0.008  -0.161
N -2.203 -0.717 0.650  0.135
C -1.659 -0.877 1.892  -0.426
O -1.839 -1.850 2.591  0.095
C -0.761 0.248 2.299  -0.124
C -1.014 1.579 1.984  -0.042
C -0.131 2.563 2.390  -0.064
C 1.012 2.237 3.098  -0.003
C 1.253 0.909 3.421  -0.213
C 0.369 -0.083 3.036  0.076
H 0.552 -1.114 3.299  0.136
O 2.364 0.538 4.176  0.074
C 3.591 0.852 3.741  -0.511
O 3.816 1.400 2.694  0.104
C 4.631 0.423 4.737  0.032
H 5.600 0.361 4.252  0.090
H 4.357 -0.532 5.176  0.090
H 4.678 1.164 5.533  0.095
H 1.711 3.000 3.404  0.127
H -0.331 3.595 2.148  0.113
H -1.906 1.857 1.444  0.118
H -1.924 0.104 0.133  0.129
H -4.174 -2.053 1.754  0.115
H -5.592 -3.759 0.680  0.102
H -5.215 -4.351 -1.692  0.103
H -3.420 -3.245 -2.965  0.100
H -1.274 -0.672 -1.500  0.108
H 0.656 -0.452 -1.624  0.125
H 3.641 2.968 -0.684  0.089
H 2.288 3.594 0.302  0.095
H 3.100 2.109 0.771  0.064

Forces on the atoms, in the same order (eV/Å):
C 0.096 -0.075 -0.012
C -0.487 0.263 0.453
O 0.245 0.092 -0.064
O 0.381 -0.297 -0.568
C -0.371 -0.042 -0.250
C 0.084 -0.056 -0.032
C 0.374 0.142 -0.234
C -0.099 -0.117 0.075
C -0.050 -0.036 0.032
C 0.118 0.010 0.416
H 0.081 0.090 -0.020
H 0.001 0.035 -0.083
H -0.051 -0.042 -0.062
C 0.086 0.092 -0.033
O -0.057 -0.041 -0.053
N 0.153 0.326 0.480
C -0.213 -0.209 0.219
C -0.010 -0.057 -0.164
C 0.020 0.052 0.103
C -0.031 -0.018 0.012
C -0.009 0.043 -0.095
C -0.241 -0.296 -0.115
N -0.005 0.222 -0.500
C 0.197 0.078 0.082
O 0.035 -0.074 0.049
C 0.096 0.275 0.210
C -0.044 -0.230 0.073
C 0.076 0.013 0.105
C 0.034 -0.065 0.134
C -0.273 0.037 -0.403
C 0.256 0.076 0.110
H 0.020 -0.099 0.044
O -0.588 -0.117 0.286
C 0.645 0.053 -0.258
O -0.022 -0.056 0.161
C -0.057 0.005 -0.129
H -0.019 0.024 -0.024
H 0.011 -0.036 0.061
H -0.008 0.031 0.070
H 0.050 0.056 0.021
H -0.012 0.094 -0.023
H -0.079 0.014 -0.074
H -0.055 -0.043 0.199
H -0.001 0.028 0.063
H -0.066 -0.041 0.060
H -0.048 -0.063 -0.054
H 0.007 0.011 -0.020
H -0.032 -0.166 -0.253
H -0.066 0.026 0.003
H 0.042 0.066 0.014
H -0.061 0.034 0.001
H -0.053 -0.011 -0.019

Output
spin multiplicity	1
highest occupied orbital energy	-0.308	Ha
gap between HOMO and LUMO	8.8	eV
SMILES	CC(=O)Oc1cccc(C(=O)Nc2ccccc2NC(=O)c2cccc(OC(C)=O)c2)c1
ΔE to the lowest compared entry with this formula, charge and spin	0.0	kcal per mole

[2]
Density functional theory data (ωB97M-V/def2-TZVPD) for one molecule with the formula C24H20N4 in a non-equilibrium geometry.

Last column: Löwdin charge in e.
Positions of all 48 atoms, in Å:
N -0.276 -2.639 4.539  0.169
C -0.010 -2.911 3.435  -0.148
N 0.059 -4.244 1.427  0.092
N 0.552 -4.507 0.226  0.074
C 0.316 -3.078 2.040  -0.232
C 0.304 4.401 -2.574  -0.078
C -4.175 -0.203 0.387  -0.084
C 0.251 3.059 -2.975  -0.083
C 0.270 4.712 -1.190  -0.057
C -3.906 1.173 0.581  -0.058
C -3.149 -1.115 0.123  -0.063
C 0.140 2.050 -2.051  -0.052
C 0.138 3.640 -0.254  -0.027
C -2.574 1.616 0.438  -0.015
C -1.814 -0.668 0.076  -0.019
C 2.507 -3.074 -2.416  -0.052
C 2.854 -1.843 -1.835  -0.063
C 0.104 2.290 -0.691  -0.193
C -1.517 0.698 0.295  -0.186
C 1.713 -3.974 -1.713  0.006
C 2.493 -1.492 -0.536  -0.007
C 1.120 -2.129 1.416  -0.164
C 1.285 -3.639 -0.434  -0.271
C 1.629 -2.400 0.140  -0.108
N 1.467 -0.890 1.988  0.051
C -0.061 1.107 0.243  -0.234
C 0.460 0.039 2.553  -0.170
C 0.526 1.293 1.680  -0.135
H 0.370 5.209 -3.272  0.088
H -5.200 -0.519 0.441  0.092
H 0.267 2.775 -4.007  0.097
H 0.260 5.743 -0.834  0.098
H -4.726 1.842 0.761  0.094
H -3.374 -2.138 0.000  0.088
H 0.034 1.050 -2.428  0.116
H 0.067 3.852 0.788  0.090
H -2.415 2.685 0.482  0.107
H -1.018 -1.374 -0.138  0.100
H 2.846 -3.310 -3.403  0.100
H 3.421 -1.136 -2.426  0.105
H 1.426 -4.943 -2.122  0.122
H 2.810 -0.502 -0.210  0.110
H 2.284 -0.423 1.631  0.104
H 0.527 0.287 -0.201  0.115
H 0.771 0.281 3.576  0.117
H -0.569 -0.356 2.604  0.123
H -0.044 2.067 2.240  0.124
H 1.556 1.638 1.596  0.117

Forces on the atoms, in the same order (eV/Å):
N 0.604 -0.654 -2.014
C -1.043 0.669 1.648
N 0.425 -0.762 -1.158
N -2.345 -1.462 2.283
C 1.024 0.187 -0.439
C 0.095 -0.325 1.626
C 0.562 0.852 0.236
C -0.060 1.058 0.205
C -0.520 -1.676 -0.196
C 1.322 -1.557 -0.863
C 0.611 1.763 0.346
C 0.006 -0.107 -0.019
C 0.374 -0.125 -1.770
C -0.748 -0.532 0.691
C -1.084 0.681 0.393
C -1.062 -0.847 1.009
C 0.131 0.574 0.951
C 0.096 1.386 0.767
C -0.533 -0.905 -0.817
C 1.149 0.287 -1.634
C -0.239 -0.725 -2.091
C 0.697 2.383 0.888
C 0.647 1.624 0.351
C 0.883 0.412 0.007
N -1.413 -1.747 0.461
C 0.374 0.144 0.562
C 0.935 0.245 -0.231
C -1.303 0.716 0.209
H 0.051 0.202 -0.447
H -0.230 -0.286 0.029
H 0.022 0.156 -0.509
H 0.109 -0.301 -0.173
H -0.062 0.325 0.008
H -0.203 -1.024 -0.244
H 0.090 -0.491 0.042
H 0.030 0.196 0.618
H 0.374 0.025 0.087
H -0.021 0.087 0.080
H 0.099 -0.078 -0.407
H 0.151 0.002 0.023
H 0.083 0.291 0.118
H -0.264 -0.372 0.252
H -0.225 -0.188 -0.140
H -0.416 0.135 0.047
H -0.249 0.050 -0.118
H 0.630 -0.220 -0.247
H 0.311 -0.156 -0.498
H 0.137 0.087 0.080

Output
spin multiplicity	1
highest occupied orbital energy	-0.321	Ha
gap between HOMO and LUMO	8.1	eV
SMILES	N#Cc1nnc2ccccc2c1NCCC(c1ccccc1)c1ccccc1
ΔE to the lowest compared entry with this formula, charge and spin	3.0	kcal per mole

[3]
Density functional theory data (ωB97M-V/def2-TZVPD) for C24H21AuBBrF2NSb as an isolated structure in a non-equilibrium geometry.

Last column: Löwdin charge in e.
Positions of all 52 atoms, in Å:
Au -1.183 0.946 0.312  0.809
C -6.990 0.112 0.776  -0.016
C -5.797 0.530 -0.030  -0.214
C -5.901 0.971 -1.345  0.034
C -4.776 1.358 -2.064  -0.047
C -3.579 1.280 -1.401  -0.694
Br -1.922 1.806 -2.196  0.861
N -3.433 0.866 -0.152  -0.086
C -4.522 0.496 0.528  -0.041
H -7.902 0.180 0.188  0.091
H -7.104 0.749 1.654  0.100
H -6.884 -0.916 1.122  0.099
H -6.873 1.018 -1.819  0.140
H -4.839 1.707 -3.085  0.127
H -4.364 0.160 1.545  0.138
C 1.506 -3.629 -3.238  -0.033
C 0.723 -2.518 -3.531  -0.049
C 0.569 -1.511 -2.593  -0.125
C 1.220 -1.634 -1.369  -0.371
C 1.995 -2.746 -1.055  -0.106
C 2.141 -3.743 -2.010  -0.041
Sb 1.174 -0.109 0.051  1.622
C 2.015 -0.726 1.868  -0.388
C 1.560 -1.891 2.487  -0.135
C 2.100 -2.262 3.709  -0.041
C 3.079 -1.475 4.302  -0.031
C 3.532 -0.321 3.677  -0.036
C 3.001 0.063 2.454  -0.099
C 2.230 1.582 -0.553  -0.393
C 2.220 2.708 0.274  -0.141
C 2.918 3.837 -0.121  -0.048
C 3.601 3.843 -1.333  -0.038
C 3.595 2.726 -2.153  -0.048
C 2.901 1.584 -1.770  -0.105
H 1.620 -4.412 -3.974  0.124
H 0.233 -2.438 -4.492  0.120
H -0.039 -0.644 -2.822  0.070
H 2.494 -2.839 -0.098  0.101
H 2.750 -4.609 -1.790  0.123
H 0.795 -2.510 2.031  0.114
H 1.758 -3.164 4.197  0.123
H 3.497 -1.767 5.256  0.123
H 4.303 0.280 4.139  0.123
H 3.365 0.958 1.969  0.097
H 1.696 2.706 1.222  0.102
H 2.933 4.712 0.514  0.121
H 4.142 4.730 -1.636  0.122
H 4.131 2.737 -3.092  0.121
H 2.908 0.708 -2.408  0.104
F -1.518 -0.797 2.599  0.234
B -0.858 0.261 2.217  -0.852
F -0.221 1.045 3.042  0.234

Forces on the atoms, in the same order (eV/Å):
Au -0.775 -0.785 -0.722
C -0.011 -0.003 0.000
C 0.072 -0.032 0.070
C -0.028 0.015 -0.054
C 0.004 -0.038 0.032
C 0.023 0.123 -0.200
Br 0.013 0.047 -0.026
N 0.380 0.384 0.351
C -0.056 -0.054 0.002
H -0.003 -0.002 0.000
H -0.001 0.002 0.005
H 0.000 -0.004 0.003
H -0.007 -0.001 -0.001
H 0.003 -0.002 -0.004
H -0.001 0.013 0.021
C 0.004 0.011 0.009
C -0.028 -0.008 -0.005
C 0.036 0.032 -0.005
C -0.200 0.050 0.161
C 0.061 -0.023 -0.082
C -0.018 -0.020 0.014
Sb 0.681 0.411 0.424
C -0.119 -0.192 -0.084
C -0.022 0.026 0.002
C -0.021 0.000 -0.026
C 0.012 -0.002 0.012
C -0.030 -0.018 -0.036
C 0.038 -0.024 -0.004
C -0.139 0.083 -0.088
C 0.061 -0.009 -0.097
C 0.010 -0.018 -0.024
C -0.016 0.046 0.055
C -0.017 -0.086 -0.040
C 0.093 0.024 0.005
H 0.006 0.000 -0.011
H -0.005 0.001 -0.005
H 0.007 -0.010 -0.014
H 0.004 0.009 0.008
H -0.003 -0.008 0.005
H 0.003 -0.016 -0.011
H -0.004 -0.008 0.005
H 0.002 -0.002 0.005
H 0.004 0.010 -0.001
H 0.023 0.028 -0.017
H -0.056 0.005 0.030
H -0.010 0.002 0.007
H 0.011 -0.002 -0.009
H 0.004 0.005 -0.006
H -0.011 -0.007 -0.017
F 0.055 -0.056 -0.031
B 0.019 0.104 0.319
F -0.050 -0.002 0.076

Output
spin multiplicity	1
highest occupied orbital energy	-0.551	Ha
gap between HOMO and LUMO	7.4	eV
net charge	+2
ΔE to the lowest compared entry with this formula, charge and spin	8.4	kcal per mole

[4]
Density functional theory data (ωB97M-V/def2-TZVPD) for C24H21BBrF4N3O5RuS2 as an isolated structure.

Last column: Löwdin charge in e.
Positions of all 62 atoms, in Å:
Ru 1.308 1.110 0.423  1.390
C -3.047 -5.307 -3.037  -0.046
C -2.446 -4.379 -2.020  -0.260
C -2.707 -4.535 -0.661  -0.028
C -2.160 -3.674 0.276  -0.050
C -1.329 -2.649 -0.157  -0.302
C -1.047 -2.473 -1.502  -0.033
C -1.613 -3.337 -2.423  -0.013
S -0.625 -1.632 1.098  0.658
O -1.556 -1.553 2.183  -0.264
O 0.727 -2.015 1.339  -0.260
N -0.524 -0.072 0.393  -0.094
C -1.627 0.581 0.060  -0.215
C -2.946 0.039 0.035  0.044
C -4.024 0.806 -0.363  -0.031
C -3.865 2.127 -0.737  0.032
C -2.581 2.733 -0.723  -0.130
C -2.376 4.082 -1.069  0.026
C -1.116 4.605 -1.005  -0.004
C -0.066 3.780 -0.592  -0.083
N -0.238 2.513 -0.274  0.006
C -1.471 1.979 -0.331  -0.131
H -3.625 -6.098 -2.561  0.075
H -2.268 -5.772 -3.644  0.085
H -3.708 -4.765 -3.715  0.085
H -3.352 -5.340 -0.331  0.114
H -2.382 -3.790 1.328  0.119
H -0.389 -1.690 -1.846  0.084
H -1.390 -3.195 -3.474  0.125
H -3.109 -0.981 0.341  0.104
H -5.009 0.360 -0.371  0.118
H -4.719 2.720 -1.036  0.125
H -3.221 4.689 -1.369  0.127
H -0.917 5.639 -1.245  0.119
H 0.939 4.166 -0.505  0.120
N 3.741 3.091 0.490  0.234
C 2.846 2.361 0.465  -0.157
H 4.390 3.820 0.699  0.115
C 3.551 0.140 -3.046  -0.141
S 1.910 0.091 -2.392  0.394
O 1.979 -0.703 -1.150  -0.414
O 1.060 -0.460 -3.417  -0.318
O 1.570 1.482 -2.006  -0.418
H 3.868 -0.883 -3.235  0.070
H 4.206 0.615 -2.319  0.060
H 3.534 0.707 -3.974  0.068
Br 4.672 -2.068 5.200  0.743
C 3.798 -1.070 3.850  -0.682
C 4.148 -1.282 2.523  -0.120
C 3.512 -0.552 1.536  -0.106
C 2.504 0.353 1.880  -0.293
C 2.195 0.589 3.220  -0.062
C 2.837 -0.141 4.210  -0.108
H 4.903 -2.012 2.270  0.103
H 3.756 -0.728 0.497  0.092
H 1.446 1.316 3.500  0.092
H 2.589 0.016 5.250  0.107
F -0.071 3.496 4.089  0.148
B -0.119 3.355 2.720  -1.252
F -1.140 4.105 2.130  0.126
F 1.130 3.719 2.138  0.062
F -0.336 1.969 2.388  0.041

Forces on the atoms, in the same order (eV/Å):
Ru 0.094 -0.171 -0.016
C -0.003 -0.012 -0.008
C -0.025 -0.011 0.028
C -0.003 -0.007 -0.053
C -0.039 0.009 -0.022
C -0.065 -0.083 0.093
C 0.072 -0.059 -0.081
C 0.023 0.022 0.010
S 0.154 0.100 0.003
O -0.028 0.009 -0.042
O -0.032 0.027 -0.054
N -0.143 -0.155 0.158
C -0.013 0.039 -0.033
C -0.024 0.043 0.047
C 0.012 -0.018 0.004
C 0.020 -0.002 -0.005
C -0.028 0.011 -0.008
C 0.009 -0.005 0.004
C 0.005 -0.002 0.013
C 0.006 -0.004 0.013
N -0.110 -0.026 -0.078
C 0.026 0.006 0.005
H 0.004 0.003 0.002
H -0.002 0.000 0.000
H 0.003 0.004 0.001
H 0.004 -0.001 0.001
H 0.022 0.028 -0.002
H 0.130 0.132 -0.004
H -0.014 -0.013 0.000
H -0.004 0.005 0.021
H -0.003 0.005 0.004
H 0.000 0.001 0.002
H -0.002 -0.001 0.004
H 0.001 0.000 -0.004
H 0.010 0.003 -0.012
N -0.081 0.056 0.006
C 0.178 -0.021 -0.027
H 0.018 -0.022 -0.024
C 0.030 0.019 0.000
S -0.070 0.004 -0.017
O 0.043 0.015 0.004
O -0.011 -0.029 0.063
O 0.035 0.067 0.026
H -0.014 0.001 -0.007
H -0.005 -0.009 0.012
H -0.011 0.007 0.007
Br 0.000 0.003 -0.003
C 0.005 -0.004 0.023
C 0.002 0.011 -0.024
C 0.031 -0.027 0.029
C -0.268 0.040 -0.075
C 0.043 -0.014 0.024
C -0.002 0.008 0.013
H 0.000 0.001 -0.001
H -0.011 -0.007 -0.002
H 0.012 -0.021 -0.004
H 0.002 -0.003 0.001
F -0.001 0.002 -0.020
B -0.008 0.015 -0.018
F 0.002 0.003 0.011
F -0.030 0.004 -0.009
F 0.053 0.029 0.022

Output
spin multiplicity	5
highest occupied orbital energy (spin up / spin down)	-0.320 / -0.324	Ha
gap between HOMO and LUMO (spin up / spin down)	7.8 / 5.7	eV

Number 1: E_tot -40479.7591 eV. Number 2: E_tot -31171.4966 eV. Number 3: E_tot -113089.8503 eV. Number 4: E_tot -145781.6724 eV.